DFT (ωB97M-V/def2-TZVPD) results for 5 unconnected molecules or ions with the total composition C20H50BFN2O8P.

The gap between HOMO and LUMO comes out at 8.817 eV. As for the highest occupied orbital energy: -11.62 eV. As for the net charge: +1.

Positions of all 83 atoms, in Å:
C1 -1.56335 2.87228 2.52641
C2 -0.60432 1.94351 1.80059
N1 -0.43647 2.35824 0.37179
C3 0.54805 3.42328 0.06405
C4 0.50559 3.47038 -1.45454
F1 -0.41646 4.45864 -1.80460
C5 0.06366 2.05106 -1.93108
C6 1.21042 1.53097 -2.81031
O1 1.24193 0.12201 -2.99168
N2 0.43542 -0.27007 -4.08656
O2 0.38122 -1.42811 -4.13875
P1 -1.73400 2.17940 -2.55737
C7 -1.70202 2.77312 -4.31542
C8 -0.56933 3.69362 -4.79835
C9 -2.34109 0.46680 -2.85794
C10 -3.87402 0.56394 -3.05025
C11 -0.10558 1.25430 -0.59812
B1 1.11355 0.32299 -0.08467
O3 0.87379 -0.99383 -0.25109
O4 2.19412 0.82893 0.59070
C12 3.49976 1.00725 0.04201
H1 -1.43121 2.76366 3.59784
H2 -2.59445 2.59873 2.28960
H3 -1.43509 3.92056 2.24891
H4 0.37760 1.87838 2.26402
H5 -1.03887 0.95073 1.74948
H6 -1.34676 2.73440 0.06506
H7 1.50699 3.13719 0.48797
H8 0.24228 4.37826 0.48496
H9 1.45255 3.77965 -1.89933
H10 2.16437 1.74467 -2.32004
H11 1.21935 2.04137 -3.77282
H12 -2.66174 3.27227 -4.45018
H13 -1.72576 1.88231 -4.94523
H14 -0.96396 4.44115 -5.48472
H15 -0.08239 4.24586 -3.99723
H16 0.18054 3.13206 -5.35455
H17 -1.89434 0.02065 -3.74309
H18 -2.11654 -0.18555 -2.01379
H19 -4.40109 0.09973 -2.21820
H20 -4.23094 1.59519 -3.09834
H21 -4.18268 0.06065 -3.96322
H22 -0.96707 0.58758 -0.59671
H23 1.63184 -1.59014 -0.16178
H24 3.77957 0.17491 -0.60659
H25 4.19942 1.05712 0.87122
H26 3.56525 1.93888 -0.52649
C13 -0.65090 1.36839 7.14794
C14 -1.39093 0.94528 5.89973
O5 -0.51364 0.77517 4.77287
H27 -0.10977 2.29956 6.97845
H28 -1.34809 1.51673 7.97266
H29 0.06940 0.60557 7.45086
H30 -2.10173 1.70920 5.58365
H31 -1.94743 0.01919 6.06923
H32 0.13386 0.09478 4.98724
C15 2.96834 -3.68700 -2.25798
C16 2.03913 -4.72706 -2.85559
O6 0.67782 -4.48490 -2.52547
H33 2.85097 -3.66245 -1.17362
H34 4.01034 -3.90937 -2.49252
H35 2.73734 -2.69208 -2.65102
H36 2.26327 -5.71613 -2.45740
H37 2.16713 -4.76860 -3.94245
H38 0.43322 -3.61625 -2.86381
C17 -3.26944 -0.61388 1.25568
C18 -3.32525 -0.32179 2.74615
O7 -4.37929 0.56595 3.08923
H39 -3.18090 0.32025 0.68907
H40 -2.42266 -1.26222 1.01435
H41 -4.17834 -1.11566 0.91834
H42 -2.42015 0.18336 3.07903
H43 -3.39827 -1.25403 3.31475
H44 -5.22237 0.15952 2.85954
C19 2.89839 -5.86366 0.95956
C20 3.66912 -5.40850 2.18386
O8 4.47912 -6.43359 2.73760
H45 2.27334 -6.72385 1.19884
H46 2.25774 -5.06421 0.58347
H47 3.58209 -6.15696 0.15846
H48 2.98381 -5.12295 2.98206
H49 4.27999 -4.52972 1.94166
H50 5.11697 -6.71708 2.07403

---

DFT (ωB97M-V/def2-TZVPD) results for 2 unconnected molecules or ions with the total composition C4H4O3.

As for the SMILES: O=CC1=CO1.C=O. The gap between HOMO and LUMO comes out at 9.147 eV. As for the highest occupied orbital energy: -9.61 eV. Its energy above the lowest of the compared OMol25 structures with the same formula, charge and spin is 130.6 kcal/mol.

Positions of all 11 atoms, in Å:
O1 -1.48027 -1.44063 1.40897
C1 -1.55322 -0.49477 0.65514
C2 -0.40346 0.31747 0.34226
C3 0.08054 1.54273 0.44116
O2 -0.51617 1.69854 -0.68969
H1 -2.48142 -0.17979 0.14266
H2 0.67777 2.23144 1.03173
C4 1.40819 -0.91603 -0.82977
O3 1.03052 -1.05874 -1.96538
H3 1.18389 -1.63403 -0.01590
H4 2.05362 -0.06619 -0.52119

---

DFT (ωB97M-V/def2-TZVPD) results for a molecular structure, C29H40BaN5O6PS2.

The gap between HOMO and LUMO comes out at 7.835 eV. As for the highest occupied orbital energy: -7.86 eV. Its energy above the lowest of the compared OMol25 structures with the same formula, charge and spin is 1.2 kcal/mol.

Positions of all 84 atoms, in Å:
Ba1 -0.64995 0.41736 1.56417
O1 -3.36904 0.65302 1.99080
C1 -3.72711 0.44334 3.36446
C2 -2.98133 -0.75977 3.89834
N1 -1.53716 -0.57552 4.04727
C3 -0.87114 -1.87262 4.21177
C4 -0.71761 -2.63841 2.88191
O2 -1.17147 -3.76586 2.79509
O3 -0.09240 -1.98434 1.95969
C5 -1.19740 0.42702 5.06134
C6 -0.99681 1.84800 4.50182
O4 -1.59902 2.78517 5.01019
O5 -0.16471 1.94103 3.52014
H1 -3.60829 1.54605 1.70502
H2 -4.79821 0.23327 3.43447
H3 -3.51177 1.33717 3.95661
H4 -3.15366 -1.61259 3.23534
H5 -3.43723 -1.00812 4.87062
H6 -1.40297 -2.51456 4.92362
H7 0.13666 -1.69239 4.58872
H8 -0.24496 0.14964 5.51706
H9 -1.95180 0.46917 5.85473
C7 5.73148 0.39681 -1.45481
C8 4.77074 0.84204 -2.54984
C9 3.35371 1.05260 -2.02984
N2 2.70975 -0.20716 -1.69517
C10 2.37363 -0.62913 -0.47602
S1 2.64822 0.29839 0.90683
N3 1.80169 -1.87793 -0.39368
C11 1.74857 -2.89324 -1.36226
O6 0.80372 -3.63979 -1.41110
C12 2.92957 -3.07532 -2.26314
C13 4.22833 -2.91600 -1.79099
C14 5.30174 -3.13462 -2.63838
C15 5.07868 -3.49481 -3.96159
C16 3.78255 -3.66032 -4.43171
C17 2.70706 -3.46458 -3.57897
H10 6.71959 0.18297 -1.86206
H11 5.36889 -0.50309 -0.95785
H12 5.83395 1.17077 -0.69378
H13 4.75214 0.10698 -3.36126
H14 5.11369 1.78119 -2.99074
H15 2.73574 1.55230 -2.78049
H16 3.35607 1.66725 -1.13061
H17 2.52484 -0.82156 -2.47313
H18 1.20054 -2.06191 0.42814
H19 4.39160 -2.62942 -0.75951
H20 6.31216 -3.02296 -2.26847
H21 5.91792 -3.65563 -4.62502
H22 3.61081 -3.95150 -5.45906
H23 1.69076 -3.61910 -3.91809
C18 -0.41344 -0.93219 -3.36528
P1 -1.32574 -0.14486 -1.97505
C19 -2.27964 1.13468 -2.87083
C20 -2.56535 -1.41588 -1.56001
C21 -3.86206 -1.46061 -2.06706
C22 -4.74873 -2.43297 -1.62678
C23 -4.35161 -3.36815 -0.67998
C24 -3.06073 -3.33759 -0.17100
C25 -2.17743 -2.36161 -0.60796
H24 -1.08121 -1.19082 -4.18882
H25 0.06458 -1.84505 -3.00819
H26 0.35424 -0.24611 -3.72811
H27 -2.75126 0.75245 -3.77787
H28 -1.59728 1.94262 -3.13700
H29 -3.04064 1.55405 -2.21282
H30 -4.19061 -0.73448 -2.79993
H31 -5.75638 -2.45747 -2.02170
H32 -5.05154 -4.11930 -0.33762
H33 -2.72978 -4.05102 0.57291
H34 -1.17371 -2.35986 -0.19962
C26 -2.06881 6.52377 0.01215
N4 -1.45442 5.87662 1.15121
C27 -0.82920 6.52185 2.20607
C28 -0.37934 5.56579 3.04123
N5 -0.71571 4.35392 2.48603
C29 -1.37877 4.53401 1.33279
S2 -2.03062 3.36590 0.28238
H35 -2.45173 7.49437 0.31918
H36 -2.88483 5.90108 -0.34484
H37 -1.34828 6.65530 -0.79541
H38 -0.77327 7.59303 2.26007
H39 0.14145 5.63583 3.97714
H40 -0.53891 3.43344 2.92418

---

DFT (ωB97M-V/def2-TZVPD) results for 2 unconnected molecules or ions with the total composition C5H9N in a non-equilibrium geometry.

The gap between HOMO and LUMO (alpha / beta) comes out at 6.600 / 9.964 eV. As for the highest occupied orbital energy (alpha / beta): -5.65 / -12.11 eV. Its energy above the lowest of the compared OMol25 structures with the same formula, charge and spin is 25.4 kcal/mol. The spin multiplicity is 3.

Positions of all 15 atoms, in Å:
C1 1.56240 -2.11016 -0.34266
C2 -0.83872 -0.34152 -1.05651
C3 -0.49811 0.47671 -0.04400
C4 0.61746 1.48600 -0.25262
C5 -1.06637 0.19172 1.33674
N1 2.71355 -2.02693 -0.12072
H1 0.49906 -1.99483 -0.57781
H2 -0.32047 -0.34564 -1.91392
H3 -1.72456 -0.95320 -1.01622
H4 0.59258 2.45450 0.29603
H5 0.62187 1.72711 -1.28467
H6 1.55571 0.96009 -0.04270
H7 -0.78507 -0.72010 1.76028
H8 -2.22683 0.28119 1.24202
H9 -0.70251 0.91506 2.01674

---

DFT (ωB97M-V/def2-TZVPD) results for 3 unconnected molecules or ions with the total composition C18H44FN3O in a non-equilibrium geometry.

As for the SMILES: CC[C@H](F)COCCN.CCN(CC)CC.CCN(CC)CC. The gap between HOMO and LUMO comes out at 8.760 eV. As for the highest occupied orbital energy: -8.10 eV.

Positions of all 67 atoms, in Å:
C1 5.41928 -0.62764 0.22854
C2 5.03979 -1.30816 -1.24670
C3 4.33686 -2.76129 -0.95632
F1 5.14363 -3.93833 -1.37793
C4 2.82376 -2.87385 -1.65941
O1 1.86188 -2.61235 -0.56370
C5 0.77964 -1.71380 -0.99461
C6 0.01742 -0.95508 0.28594
N1 -0.94817 0.04380 -0.38606
H1 6.15810 0.27093 -0.03519
H2 4.47192 -0.20132 0.78863
H3 5.97351 -1.42035 0.91329
H4 6.07785 -1.47524 -1.78495
H5 4.37738 -0.57076 -1.88423
H6 4.22911 -2.84903 0.22484
H7 2.78973 -2.06646 -2.52306
H8 2.69835 -3.94940 -2.13295
H9 1.20388 -0.81935 -1.66022
H10 0.00644 -2.33485 -1.61836
H11 0.81509 -0.36917 0.91153
H12 -0.66148 -1.68011 0.90706
H13 -0.30948 0.81111 -0.72322
H14 -1.31685 -0.51816 -1.21123
C7 1.74545 -2.32706 3.98025
C8 1.63664 -0.88931 4.48209
N2 0.25893 -0.40277 4.59033
C9 0.17040 1.04760 4.78848
C10 0.74274 1.61865 6.08083
C11 -0.65049 -1.20138 5.41497
C12 -0.26566 -1.43539 6.87157
H15 1.22325 -2.45409 3.02554
H16 2.79749 -2.58666 3.82268
H17 1.33805 -3.04311 4.69941
H18 2.17815 -0.26220 3.76296
H19 2.17131 -0.80654 5.43437
H20 -0.87725 1.36381 4.69700
H21 0.68089 1.53586 3.94824
H22 0.09734 1.40879 6.93699
H23 0.81563 2.70928 5.99987
H24 1.74632 1.24230 6.29621
H25 -0.77542 -2.18070 4.93626
H26 -1.65532 -0.76156 5.38251
H27 0.78540 -1.71143 6.99095
H28 -0.86616 -2.25707 7.28219
H29 -0.46833 -0.55775 7.48865
C13 -1.91141 0.40069 -5.74357
C14 -2.90829 0.77544 -4.64968
N3 -2.70179 2.11540 -4.09437
C15 -3.46189 2.35611 -2.86351
C16 -4.98306 2.35500 -2.96290
C17 -2.69866 3.22346 -5.05199
C18 -3.93639 3.41183 -5.92211
H30 -0.87910 0.51011 -5.39330
H31 -2.05609 -0.64473 -6.03540
H32 -2.04204 1.01017 -6.64210
H33 -2.78840 0.03718 -3.84703
H34 -3.92396 0.65105 -5.04020
H35 -3.13860 3.30554 -2.41631
H36 -3.17071 1.59218 -2.13096
H37 -5.35858 3.26542 -3.43587
H38 -5.41683 2.31948 -1.95696
H39 -5.36591 1.49011 -3.51117
H40 -1.83386 3.09947 -5.71575
H41 -2.49333 4.16306 -4.52362
H42 -4.30131 2.47222 -6.34537
H43 -3.69641 4.07540 -6.76261
H44 -4.75033 3.88502 -5.36919

---

DFT (ωB97M-V/def2-TZVPD) results for a molecular structure, CuH24O28S4Zn in a non-equilibrium geometry.

The gap between HOMO and LUMO (alpha / beta) comes out at 3.265 / 3.214 eV. As for the highest occupied orbital energy (alpha / beta): 3.08 / 3.13 eV. As for the net charge: -4. The spin multiplicity is 2.

Positions of all 58 atoms, in Å:
Zn1 0.34576 -2.54876 1.30715
Cu1 -1.52759 2.24786 -1.49638
S1 -1.72490 4.05970 1.36312
O1 -2.78549 4.10837 2.32142
O2 -0.54061 3.57861 2.00354
O3 -2.18460 3.25373 0.20243
O4 -1.50026 5.44680 0.88441
S2 0.73761 0.13055 -0.72544
O5 -0.11486 1.23257 -0.32526
O6 2.11099 0.61274 -0.74134
O7 0.58989 -1.02185 0.23068
O8 0.47844 -0.29989 -2.06150
S3 -4.18004 0.26402 -1.01357
O9 -5.00075 1.13689 -1.83747
O10 -4.39666 0.48012 0.38788
O11 -4.50431 -1.12291 -1.17575
O12 -2.80615 0.57715 -1.42904
S4 -0.47132 -1.33412 4.12909
O13 -0.66119 0.00470 4.63821
O14 -1.77587 -1.99151 3.96984
O15 0.30859 -1.38764 2.84636
O16 0.23316 -2.16665 5.06931
O17 -2.37681 0.70736 2.31456
H1 -1.90152 1.00787 1.53995
H2 -1.72828 0.73094 3.01819
O18 2.34288 2.99414 -2.24659
H3 2.10473 2.17436 -1.81361
H4 3.27596 3.10095 -2.06168
O19 -1.05853 1.40895 -3.57946
H5 -0.43206 0.69481 -3.46214
H6 -1.74829 1.03542 -4.12805
O20 -1.74765 -2.10394 0.81508
H7 -2.52571 -2.53130 1.17316
H8 -2.06965 -1.61435 0.05822
O21 2.36366 -2.99908 1.59190
H9 3.16086 -2.99593 1.06209
H10 2.63590 -3.36621 2.43293
O22 2.93601 -0.04834 -3.50137
H11 2.46726 0.26331 -2.72716
H12 2.29864 -0.59108 -3.96550
O23 0.37274 -3.68053 -0.34929
H13 -0.29417 -4.36704 -0.36208
H14 0.59989 -3.54944 -1.26986
O24 1.81860 0.76876 3.08464
H15 1.52295 1.39155 2.42060
H16 1.34002 -0.03663 2.88831
O25 1.71395 2.80353 1.05705
H17 0.87656 3.10606 1.40845
H18 1.47517 2.21714 0.33916
O26 4.27096 -0.04419 0.40228
H19 3.99241 -0.07570 1.31751
H20 3.51657 0.31336 -0.06600
O27 1.45845 -2.73774 -2.83059
H21 1.35172 -1.79443 -2.70805
H22 2.39285 -2.89340 -2.69312
O28 -1.73362 -1.86611 -2.73443
H23 -0.90438 -1.46410 -2.47562
H24 -2.39819 -1.21926 -2.49744